Molecular formula: C34H49F3N3O8S3
Method: DFT, ωB97M-V with the def2-TZVPD basis set

XYZ file:
```
100
Properties=species:S:1:pos:R:3:forces:R:3
C -3.558164 0.924828 -2.358678 -0.56 -0.53 -0.12
C -3.892879 -0.498707 -2.897992 -0.35 0.86 -0.01
O -3.092558 -0.863718 -4.015267 0.20 0.11 0.55
C -3.983929 -1.590833 -1.823114 -0.75 0.35 -1.07
O -2.746491 -2.179535 -1.371195 -0.51 -0.17 0.53
N -1.793631 -1.275986 -0.992229 0.35 0.34 -0.41
C -1.929939 -0.514825 0.105518 -1.04 -0.22 1.04
C -3.152080 -0.689743 0.991773 -0.43 -0.38 -0.35
O -2.843013 -0.875418 2.376952 0.79 -0.56 -0.87
C -1.968537 -1.910690 2.597216 -0.57 -0.76 1.63
F -2.088065 -2.969536 1.767429 0.00 0.94 -0.23
F -0.692926 -1.531959 2.605994 0.11 0.17 -0.51
F -2.232426 -2.363611 3.821376 -0.07 0.08 0.06
C -0.968717 0.411824 0.416007 0.24 0.73 0.20
S -1.063097 1.528692 1.789789 -0.07 0.37 0.06
C 0.175092 0.544779 -0.398361 -0.24 -0.32 0.17
C 1.164393 1.598702 -0.053752 0.46 0.87 -0.55
C 1.896492 1.613137 1.120966 -0.52 -1.34 1.02
C 2.821050 2.586919 1.435545 -0.17 0.06 -0.24
N 3.044452 3.618279 0.625969 0.07 -0.42 0.56
C 2.316885 3.616468 -0.474147 0.19 1.80 -1.57
C 1.400457 2.685413 -0.899720 -0.54 -1.16 0.37
C 0.312374 -0.314633 -1.499796 0.67 0.73 0.65
C 1.582364 -0.190759 -2.345692 -0.05 0.15 0.22
C 2.909851 -0.445892 -1.585990 -0.04 -0.56 -0.09
C 2.972388 -1.767745 -0.783239 1.02 0.23 -0.07
S 2.324453 -1.694006 0.907724 -0.66 0.10 0.25
C 3.753150 -1.780774 1.997231 0.26 -0.12 -0.56
S 4.992953 -2.778775 1.658773 0.10 0.31 -0.10
N 3.649514 -0.946594 3.111083 0.36 -1.22 -0.29
C 2.614462 -1.424929 4.053426 -0.66 0.67 0.18
C 2.435470 -0.318671 5.104238 0.52 -0.45 -0.61
O 3.644214 -0.161847 5.828983 -0.11 0.31 0.20
C 4.662438 0.264435 4.936960 0.27 -1.10 -0.62
C 4.909545 -0.841224 3.885560 -0.84 0.74 0.25
C -0.709969 -1.213024 -1.770197 0.73 -0.40 -1.74
C -0.572120 -2.143767 -2.963139 -0.57 -0.82 0.50
C 0.345174 -3.340089 -2.554074 0.67 0.02 -0.11
C -0.345102 -4.681726 -2.705330 -1.10 -1.33 0.85
O -1.092618 -5.123616 -1.858768 0.68 0.94 -0.91
O -0.064165 -5.424860 -3.832301 0.34 1.33 -0.06
H -3.793693 0.971428 -1.290641 0.33 0.13 -0.10
H -2.524113 1.224823 -2.564677 -0.09 -0.02 0.25
H -4.246429 1.636913 -2.821994 0.38 0.04 -0.11
H -4.916424 -0.398967 -3.290229 0.02 -0.34 0.33
H -2.463085 -0.144007 -4.132320 0.01 -0.15 -0.30
H -4.620851 -1.201208 -1.019736 0.37 -0.11 0.09
H -4.551143 -2.420814 -2.254294 0.50 -0.21 0.18
H -3.761175 0.215394 0.893652 0.05 -0.12 0.40
H -3.774119 -1.541554 0.708580 0.24 0.18 -0.21
H -2.361408 1.465887 2.159594 0.25 -0.34 -0.37
H 1.738608 0.812884 1.836904 0.15 0.07 -0.06
H 3.365818 2.504725 2.371848 0.06 0.19 -0.15
H 2.455154 4.473639 -1.138341 0.15 -0.12 0.16
H 0.875770 2.781860 -1.844442 0.13 0.24 0.09
H 1.589602 -0.842624 -3.220192 -0.29 -0.05 0.21
H 1.566534 0.831998 -2.742594 0.25 -0.20 0.02
H 3.223016 0.380738 -0.947010 -0.21 -0.03 -0.06
H 3.688609 -0.544023 -2.353817 -0.18 0.14 0.06
H 4.036949 -2.017671 -0.685957 -0.25 -0.12 0.14
H 2.523174 -2.608356 -1.306963 -0.04 0.11 0.05
H 1.658631 -1.622135 3.555091 0.21 0.16 -0.12
H 2.949594 -2.370245 4.506936 -0.05 0.18 0.04
H 1.605766 -0.564990 5.768276 0.26 0.20 0.18
H 2.267112 0.618934 4.547437 -0.45 -0.14 0.22
H 4.341337 1.172034 4.405124 0.23 0.08 0.24
H 5.604037 0.401006 5.472169 -0.36 0.26 0.26
H 5.071780 -1.800144 4.394891 0.45 0.19 -0.13
H 5.717832 -0.575098 3.203775 0.01 -0.15 0.18
H -1.542018 -2.556683 -3.235287 0.07 0.32 0.03
H -0.206394 -1.606726 -3.836733 0.09 -0.03 0.19
H 0.606297 -3.245904 -1.496330 -0.17 -0.16 -0.09
H 1.290801 -3.310948 -3.106032 -0.25 -0.13 -0.07
H -0.862562 -5.538784 -4.363200 -0.09 -0.42 0.25
C -5.640364 -3.802158 3.667819 0.11 0.18 0.09
C -7.137141 -3.554300 3.807014 -0.09 -0.17 -0.07
C -7.404276 -2.594979 2.657040 0.01 0.18 0.04
O -6.460180 -2.919285 1.626130 0.14 0.09 0.08
C -5.466324 -3.805636 2.157637 -0.21 -0.18 -0.10
H -5.300687 -4.724770 4.135451 -0.01 0.00 -0.03
H -5.083444 -2.971113 4.108929 0.02 -0.03 0.00
H -7.684029 -4.486967 3.651918 -0.02 0.03 0.01
H -7.427096 -3.147172 4.774097 0.01 0.02 -0.02
H -7.235342 -1.555674 2.958929 -0.06 -0.01 0.06
H -8.416683 -2.680625 2.262288 0.05 0.00 -0.09
H -5.648045 -4.800500 1.739340 0.13 -0.03 0.03
H -4.477285 -3.468919 1.845372 -0.02 -0.03 -0.07
C 4.922779 7.519810 -3.528302 0.15 -0.09 -0.11
C 3.787440 7.941203 -4.451001 -0.12 0.14 0.11
C 3.045413 6.630345 -4.652510 0.04 -0.18 -0.13
O 3.225197 5.865089 -3.452600 0.09 0.12 0.00
C 4.240834 6.484504 -2.649058 -0.15 0.04 0.17
H 5.353766 8.341805 -2.959137 -0.02 -0.01 0.02
H 5.721082 7.051321 -4.108816 0.01 0.01 0.03
H 3.143169 8.661787 -3.941551 0.00 0.00 -0.03
H 4.122689 8.386882 -5.386111 0.00 -0.03 0.00
H 3.468100 6.058740 -5.485383 -0.03 0.06 -0.05
H 1.979677 6.773653 -4.835652 -0.01 -0.07 0.06
H 3.750311 6.955556 -1.790231 0.09 0.02 0.04
H 4.930684 5.724042 -2.280629 -0.08 -0.07 -0.02
```
Forces are in eV/Å.

* LUMO level: -3.935 eV
* total charge: +1
* highest occupied orbital energy: -10.727 eV